No. 1
Here is one molecule with the formula C3H5NO at a distorted geometry from OMol25. Energies are from wB97M-V/def2-TZVPD.

```
10
Properties=species:S:1:pos:R:3:lowdin_charge:R:1
O 0.86 -0.43 -0.05 -0.1093
N -0.50 1.22 1.24 0.0735
C 0.82 0.71 0.80 -0.2101
C 0.19 0.84 2.24 -0.1153
C -0.43 -1.02 -0.36 -0.0590
H 1.53 1.44 0.55 0.1192
H -0.90 -1.21 0.76 0.1445
H -0.20 -1.94 -0.87 0.0757
H -1.09 -0.45 -0.86 0.0381
H 0.20 0.65 3.24 0.0427
```

Computed properties:
Spin multiplicity ... 3
Maximum force ... 6.7 eV Å⁻¹
Lowest unoccupied orbital energy (spin up / spin down) ... 1.09 / -2.14 eV
Energy ... -247.04526 a.u.
Relative energy (zero: lowest compared OMol25 entry of this formula, charge and spin) ... 2.7888 eV
Expectation value of S² ... 2.007
Net charge ... 0

***

No. 2
Here is C19H13F3FeN4O2S as an isolated structure at a distorted geometry from OMol25. Energies are from wB97M-V/def2-TZVPD.

```
43
Properties=species:S:1:pos:R:3:lowdin_charge:R:1
Fe 0.32 0.01 -0.14 0.8935
S 1.21 -1.93 0.90 0.9607
F 4.96 -3.09 -0.86 0.1550
F 3.12 -3.76 0.01 0.1179
F 4.92 -3.77 1.19 0.1734
O -2.61 -3.39 -0.84 0.0876
O -1.44 -1.10 -0.51 -0.1762
N 2.56 0.24 1.07 -0.0072
N -2.63 0.63 0.33 0.0611
N -1.52 1.30 0.19 -0.0680
N 0.82 2.21 -0.75 0.0388
C 1.17 4.92 -1.26 -0.0235
C 5.11 -0.82 0.85 0.0435
C 2.19 4.01 -1.50 -0.0323
C 1.97 2.67 -1.22 -0.1384
C -4.86 -3.60 -0.24 0.0015
C 4.23 -3.08 0.28 -0.6022
C 4.92 0.53 1.11 0.0064
C -3.73 -1.48 0.10 -0.0882
C 3.63 1.02 1.17 -0.1153
C -2.54 -0.65 -0.02 -0.3897
C -1.45 2.55 -0.12 -0.0497
C -0.18 3.09 -0.51 -0.2477
C -4.91 -0.95 0.61 -0.0228
C -3.70 -2.83 -0.34 -0.2594
C -6.01 -3.06 0.28 -0.0592
C 2.72 -1.08 0.87 -0.6336
C 3.99 -1.65 0.70 -0.0853
C -0.03 4.46 -0.76 0.0100
C -6.04 -1.73 0.71 -0.0743
H 1.31 5.97 -1.47 0.1222
H -4.91 0.08 0.92 0.1084
H 5.77 1.19 1.21 0.1234
H -6.95 -1.31 1.12 0.1032
H 6.10 -1.24 0.75 0.1433
H -2.34 3.17 -0.21 0.1391
H -6.90 -3.66 0.35 0.1107
H -1.88 -2.73 -0.85 0.0813
H -0.86 5.13 -0.58 0.1245
H 3.14 4.32 -1.91 0.1134
H 2.74 1.94 -1.41 0.1098
H -4.83 -4.63 -0.57 0.1208
H 3.43 2.07 1.32 0.1235
```

Computed properties:
Spin multiplicity ... 6
Maximum force ... 2.5 eV Å⁻¹
Lowest unoccupied orbital energy (spin up / spin down) ... -3.83 / -6.84 eV
Energy ... -3062.60402 a.u.
Relative energy (zero: lowest compared OMol25 entry of this formula, charge and spin) ... 1.3939 eV
Expectation value of S² ... 8.774
Net charge ... +1

***

No. 3
Here is a 2-piece molecular cluster, CH5N3 overall at a distorted geometry from OMol25. Energies are from wB97M-V/def2-TZVPD.

```
9
Properties=species:S:1:pos:R:3:lowdin_charge:R:1
N -1.06 1.23 -0.63 0.1886
N -1.71 0.43 -0.14 -0.2378
N 1.96 -0.24 0.42 -0.0014
C -2.39 -0.29 0.66 -0.0850
H -1.77 -1.01 1.24 0.0646
H -3.52 -0.31 0.63 0.0769
H 1.02 -0.33 0.74 -0.0448
H 2.29 -0.94 -0.19 -0.0271
H 2.52 -0.31 1.37 0.0661
```

Computed properties:
Spin multiplicity ... 1
Maximum force ... 4.5 eV Å⁻¹
Lowest unoccupied orbital energy ... 0.83 eV
Energy ... -205.27847 a.u.
Relative energy (zero: lowest compared OMol25 entry of this formula, charge and spin) ... 3.0647 eV
Net charge ... 0

***

No. 4
Here is C2H11N3P as an isolated structure at a distorted geometry from OMol25. Energies are from wB97M-V/def2-TZVPD.

```
17
Properties=species:S:1:pos:R:3:lowdin_charge:R:1
P 1.47 -1.40 0.08 0.9516
N -1.70 -1.20 0.34 0.1383
N 0.11 0.33 -1.48 0.0390
N 1.14 1.54 0.71 -0.0172
C 0.36 0.12 -0.19 -0.7391
C -0.94 0.08 0.64 -0.1609
H 2.47 -0.77 0.72 -0.1053
H 2.11 1.85 0.52 0.0359
H -1.09 0.15 1.73 0.1369
H 2.02 -1.23 -1.10 -0.1353
H -1.64 0.95 0.28 0.1630
H 0.57 2.39 0.59 0.0180
H 0.95 0.08 -2.12 0.1475
H -1.05 -1.99 0.47 0.1084
H -0.50 1.05 -1.63 0.0677
H -2.06 -1.43 -0.62 0.1888
H -2.59 -1.29 0.80 0.1626
```

Computed properties:
Spin multiplicity ... 1
Maximum force ... 6.3 eV Å⁻¹
Lowest unoccupied orbital energy ... -3.64 eV
Energy ... -588.06378 a.u.
Relative energy (zero: lowest compared OMol25 entry of this formula, charge and spin) ... 2.6663 eV
Net charge ... +1